A gas-phase ion, C6H13N (charge -1). Source: the OMol25 dataset; level of theory: the ωB97M-V functional and the def2-TZVPD basis.

Kohn-Sham gap (alpha / beta), eV: 2.6 / 9.4
Net charge: -1
Largest force on an atom, eV/A: 1.56
Calculated total energy, eV: -7920.2661
Energy relative to the best compared isomer or geometry (same formula, charge and spin), eV: 1.0858
Spin multiplicity: 2
Expectation value of S²: 0.75

Atoms and positions in Å:
C (-1.9091, 0.7742, -0.3580)
C (-0.8070, -0.2586, -0.0604)
C (0.5427, 0.0611, -0.7873)
C (2.2742, 0.9861, 0.7912)
C (1.6059, -0.0552, 0.2630)
C (2.0525, -1.4520, 0.6463)
N (-3.2704, 0.2089, -0.3839)
H (-1.9816, 1.6173, 0.3437)
H (-1.6704, 1.3273, -1.2676)
H (-0.7208, -0.3205, 1.0232)
H (-1.0958, -1.2140, -0.4749)
H (0.5578, 1.0567, -1.2528)
H (0.7388, -0.6219, -1.6238)
H (2.1934, 1.9442, 0.2878)
H (2.8532, 0.9407, 1.7029)
H (1.4236, -2.1876, 0.1546)
H (2.1083, -1.6864, 1.6985)
H (3.1238, -1.6016, 0.4177)
H (-3.3967, -0.4720, 0.3452)
H (-3.4832, -0.1793, -1.2971)

***

C6H13N in the gas phase. Source: the OMol25 dataset; level of theory: the ωB97M-V functional and the def2-TZVPD basis.

Kohn-Sham gap, eV: 8.9
Net charge: 0
Largest force on an atom, eV/A: 1.76
Calculated total energy, eV: -7921.9233
Energy relative to the best compared isomer or geometry (same formula, charge and spin), eV: 0.9098
Structure (SMILES): CCC/C(C)=C/N

Atoms and positions in Å:
C (-1.4017, 2.6480, 0.3363)
C (-1.0093, 1.2947, -0.3124)
C (-0.3409, 0.3557, 0.6827)
C (0.6324, -0.6559, 0.0690)
C (0.5950, -0.9045, -1.4160)
C (1.1417, -1.5497, 0.9286)
N (1.9537, -2.6789, 0.6166)
H (-2.1195, 2.4411, 1.1337)
H (-0.4839, 3.0603, 0.7615)
H (-1.8285, 3.3410, -0.3818)
H (-0.3699, 1.5508, -1.1526)
H (-1.9320, 0.8785, -0.7238)
H (0.2145, 0.9023, 1.4399)
H (-1.1603, -0.1775, 1.1745)
H (-0.4155, -0.7683, -1.7997)
H (1.0360, -1.8539, -1.7054)
H (1.1481, -0.1081, -1.9338)
H (0.6209, -1.6550, 1.8786)
H (2.3176, -2.6003, -0.3230)
H (1.4014, -3.5203, 0.7271)

***

C6H13N in the gas phase. Source: the OMol25 dataset; level of theory: the ωB97M-V functional and the def2-TZVPD basis.

Kohn-Sham gap, eV: 10.6
Net charge: 0
Largest force on an atom, eV/A: 1.98
Calculated total energy, eV: -7922.8331
Energy relative to the best compared isomer or geometry (same formula, charge and spin), eV: 0.0000
Structure (SMILES): [H]/N=C(/C)CC(C)C

Atoms and positions in Å:
H (1.0814, -1.3983, -2.2070)
N (1.7842, -1.2723, -1.4699)
C (1.2293, -1.0176, -0.3299)
C (2.1075, -0.8127, 0.8734)
C (-0.2783, -0.9237, -0.1901)
C (-0.8147, 0.4116, 0.3539)
C (-0.0693, 1.6394, -0.1705)
C (-2.3042, 0.5350, 0.0122)
H (1.5224, -0.8563, 1.7939)
H (2.8780, -1.5883, 0.9003)
H (2.5969, 0.1624, 0.7986)
H (-0.7259, -1.1324, -1.1698)
H (-0.5974, -1.7381, 0.4725)
H (-0.7207, 0.4063, 1.4475)
H (0.9296, 1.7099, 0.2698)
H (-0.5957, 2.5613, 0.1003)
H (0.0351, 1.6128, -1.2593)
H (-2.4623, 0.5223, -1.0725)
H (-2.8749, -0.2919, 0.4474)
H (-2.7211, 1.4708, 0.3991)

***

C6H13N in the gas phase. Source: the OMol25 dataset; level of theory: the ωB97M-V functional and the def2-TZVPD basis.

Kohn-Sham gap, eV: 9.9
Net charge: 0
Largest force on an atom, eV/A: 1.94
Calculated total energy, eV: -7922.0607
Energy relative to the best compared isomer or geometry (same formula, charge and spin), eV: 0.7724
Structure (SMILES): C/C=C/CCCN

Atoms and positions in Å:
C (0.0011, -3.0117, -0.3309)
C (-0.4549, -1.5921, -0.3686)
C (0.1737, -0.5975, -0.9597)
C (-0.2101, 0.8241, -1.2403)
C (0.3955, 1.8791, -0.2807)
C (0.6082, 1.4426, 1.1408)
N (-0.6444, 0.8977, 1.6797)
H (0.9439, -3.0824, -0.8738)
H (-0.7269, -3.6351, -0.8411)
H (0.0034, -3.3219, 0.7066)
H (-1.4366, -1.3961, 0.0595)
H (1.1219, -0.8558, -1.4404)
H (0.0681, 1.1445, -2.2416)
H (-1.2981, 0.9109, -1.1889)
H (1.2649, 2.3531, -0.7259)
H (-0.3205, 2.7127, -0.2353)
H (0.9694, 2.2876, 1.7294)
H (1.4131, 0.7025, 1.1517)
H (-0.5286, 0.7089, 2.6682)
H (-1.3432, 1.6289, 1.5912)

***

C6H13N in the gas phase. Source: the OMol25 dataset; level of theory: the ωB97M-V functional and the def2-TZVPD basis.

Kohn-Sham gap, eV: 10.3
Net charge: 0
Largest force on an atom, eV/A: 0.24
Calculated total energy, eV: -7921.9564
Energy relative to the best compared isomer or geometry (same formula, charge and spin), eV: 0.8767
Structure (SMILES): CCCN1C[C@H]1C

Atoms and positions in Å:
C (-2.4794, -0.1752, -1.5767)
C (-1.0330, 0.1636, -1.2328)
C (-0.2962, -0.9463, -0.4876)
N (0.9905, -0.4348, -0.0453)
C (1.6165, -1.0542, 1.1078)
C (0.9738, 0.2815, 1.2146)
C (1.7298, 1.5826, 1.2815)
H (-3.0497, -0.4306, -0.6756)
H (-2.5452, -1.0244, -2.2663)
H (-2.9753, 0.6783, -2.0512)
H (-0.4677, 0.4063, -2.1403)
H (-1.0079, 1.0653, -0.6061)
H (-0.1264, -1.8091, -1.1448)
H (-0.9108, -1.3024, 0.3632)
H (2.7007, -1.1417, 1.0621)
H (1.1095, -1.8950, 1.5840)
H (0.0149, 0.2799, 1.7420)
H (1.9654, 1.8569, 2.3155)
H (2.6616, 1.5107, 0.7129)
H (1.1289, 2.3884, 0.8432)

***

A molecular structure, C6H13N. Source: the OMol25 dataset; level of theory: the ωB97M-V functional and the def2-TZVPD basis.

Kohn-Sham gap, eV: 9.0
Net charge: 0
Largest force on an atom, eV/A: 0.87
Calculated total energy, eV: -7918.7252
Energy relative to the best compared isomer or geometry (same formula, charge and spin), eV: 4.1079

Atoms and positions in Å:
C (0.4889, -0.6382, -1.6463)
C (-1.8067, -0.5345, -0.5305)
C (-0.3349, -0.1633, -0.4625)
N (1.0950, 1.8488, -0.3853)
C (-0.0275, 1.1076, 0.1198)
H (1.2388, 2.7164, 0.1136)
H (1.0281, 2.0458, -1.3762)
H (-0.8944, 1.6982, 0.4292)
H (0.2479, -0.0649, -2.5492)
H (1.5546, -0.5183, -1.4548)
H (-2.3433, -0.1978, 0.3592)
H (-2.2896, -0.0880, -1.4059)
H (-1.9297, -1.6185, -0.5991)
H (0.2806, -1.6875, -1.8634)
C (0.7997, -0.1957, 2.3340)
C (0.6048, -1.3156, 1.7864)
H (0.1193, -1.0033, 0.5424)
H (1.1148, 0.2635, 3.2525)
H (0.4181, 0.7203, 1.3759)
H (0.6354, -2.3748, 1.9602)

***

2 unconnected molecules or ions with the total composition C6H13N. Source: the OMol25 dataset; level of theory: the ωB97M-V functional and the def2-TZVPD basis.

Kohn-Sham gap, eV: 8.2
Net charge: 0
Largest force on an atom, eV/A: 0.67
Calculated total energy, eV: -7918.1557
Energy relative to the best compared isomer or geometry (same formula, charge and spin), eV: 4.6774

Atoms and positions in Å:
C (2.6828, -0.1644, 0.9873)
C (0.3704, -0.7099, -1.3661)
C (0.4986, 0.7630, -1.6447)
N (-0.6165, 0.3260, -0.8372)
C (-1.9846, 0.8062, -0.7416)
C (-1.1155, 0.6345, 0.4726)
C (-1.3027, -0.5389, 1.3839)
H (2.3586, 0.8358, 1.3070)
H (3.6667, -0.0526, 0.5065)
H (2.7943, -0.8290, 1.8501)
H (-0.1628, -1.1836, -2.1930)
H (1.9167, -0.6137, 0.3306)
H (0.1769, 1.2524, -2.5679)
H (1.2572, 1.3277, -1.1068)
H (-2.7584, 0.0755, -0.9529)
H (-2.1624, 1.8234, -1.0869)
H (-0.7039, 1.5379, 0.9111)
H (-2.0099, -0.2795, 2.1762)
H (-1.6734, -1.4022, 0.8219)
H (-0.3452, -0.8134, 1.8328)

***

C6H13N in the gas phase. Source: the OMol25 dataset; level of theory: the ωB97M-V functional and the def2-TZVPD basis.

Kohn-Sham gap, eV: 10.3
Net charge: 0
Largest force on an atom, eV/A: 0.31
Calculated total energy, eV: -7921.9400
Energy relative to the best compared isomer or geometry (same formula, charge and spin), eV: 0.8931
Structure (SMILES): CCCN1C[C@H]1C

Atoms and positions in Å:
C (3.0069, -0.3503, -0.1206)
C (1.5154, -0.6216, 0.0082)
C (0.6572, 0.4127, -0.6988)
N (-0.7301, 0.0081, -0.6049)
C (-1.7359, 1.0222, -0.8040)
C (-1.5315, 0.4046, 0.5366)
C (-2.4641, -0.6577, 1.0681)
H (3.2645, 0.6316, 0.2932)
H (3.3161, -0.3618, -1.1724)
H (3.5919, -1.1066, 0.4117)
H (1.2578, -1.6000, -0.4137)
H (1.2178, -0.6477, 1.0650)
H (0.9073, 0.4458, -1.7681)
H (0.8519, 1.4272, -0.2949)
H (-2.5746, 0.7190, -1.4270)
H (-1.3893, 2.0454, -0.9599)
H (-1.0663, 1.0417, 1.2966)
H (-3.2857, -0.2280, 1.6516)
H (-2.8869, -1.2177, 0.2286)
H (-1.9226, -1.3670, 1.7046)

***

C6H13N in the gas phase. Source: the OMol25 dataset; level of theory: the ωB97M-V functional and the def2-TZVPD basis.

Kohn-Sham gap, eV: 8.8
Net charge: 0
Largest force on an atom, eV/A: 3.57
Calculated total energy, eV: -7920.7503
Energy relative to the best compared isomer or geometry (same formula, charge and spin), eV: 2.0828
Structure (SMILES): CCC/C=C/NC

Atoms and positions in Å:
C (-2.1679, 0.7450, -0.0883)
C (-2.0187, -0.0153, -1.5016)
C (-0.6789, -0.7493, -1.5469)
C (0.0593, -1.0287, -0.2324)
C (1.0794, -0.2834, 0.1984)
N (1.9654, -0.5647, 1.2512)
C (2.6590, 0.5677, 1.7993)
H (-2.0725, 1.9087, -0.1358)
H (-3.1929, 0.5493, 0.2602)
H (-1.4169, 0.5772, 0.7061)
H (-2.1117, 0.6115, -2.3351)
H (-2.7880, -0.7324, -1.6488)
H (0.0401, -0.1361, -2.0742)
H (-0.8165, -1.5701, -2.2438)
H (-0.4731, -1.6892, 0.4103)
H (1.3034, 0.5990, -0.3313)
H (1.8861, -1.5115, 1.6655)
H (3.2905, 0.3684, 2.6616)
H (2.1186, 1.3437, 2.2721)
H (3.3353, 1.0101, 0.9133)

***

C6H13N in the gas phase. Source: the OMol25 dataset; level of theory: the ωB97M-V functional and the def2-TZVPD basis.

Kohn-Sham gap, eV: 8.6
Net charge: 0
Largest force on an atom, eV/A: 5.30
Calculated total energy, eV: -7920.0423
Energy relative to the best compared isomer or geometry (same formula, charge and spin), eV: 2.7908
Structure (SMILES): CC/C=C/NCC

Atoms and positions in Å:
C (-0.2891, -1.0943, -2.5521)
C (1.0842, -1.4409, -2.1759)
C (1.3301, -0.9965, -0.6867)
C (0.3041, -0.3851, 0.0193)
N (0.3300, 0.6153, 0.9268)
C (-0.5945, 0.7342, 2.0573)
C (-0.9657, 2.2716, 2.3541)
H (-0.9564, -1.5175, -1.8009)
H (-0.7328, -1.6119, -3.4563)
H (-0.5022, 0.0227, -2.6619)
H (1.0989, -2.5526, -2.2029)
H (1.7933, -1.0419, -2.8025)
H (2.4028, -1.0165, -0.3506)
H (-0.6281, -0.9582, 0.1160)
H (1.3570, 0.4924, 1.1881)
H (-0.3775, 0.3652, 3.0952)
H (-1.4553, 0.2243, 1.5596)
H (-0.1398, 2.8488, 2.6891)
H (-1.3887, 2.7987, 1.4988)
H (-1.6703, 2.2424, 3.1854)

***

C6H13N in the gas phase. Source: the OMol25 dataset; level of theory: the ωB97M-V functional and the def2-TZVPD basis.

Kohn-Sham gap, eV: 10.2
Net charge: 0
Largest force on an atom, eV/A: 0.98
Calculated total energy, eV: -7922.1929
Energy relative to the best compared isomer or geometry (same formula, charge and spin), eV: 0.6402
Structure (SMILES): C=CCCCCN

Atoms and positions in Å:
C (-2.6454, -0.8520, -1.3613)
C (-1.4189, -0.6813, -0.8973)
C (-0.6827, 0.6117, -0.9037)
C (-0.2492, 1.0767, 0.5103)
C (0.4739, 0.0189, 1.3493)
C (1.6190, -0.6880, 0.6201)
N (2.7620, 0.1447, 0.2697)
H (-3.1301, -1.8155, -1.3846)
H (-3.2096, -0.0172, -1.7663)
H (-0.9244, -1.5811, -0.5456)
H (-1.4039, 1.3605, -1.2542)
H (0.1523, 0.6192, -1.6064)
H (0.3135, 2.0073, 0.4482)
H (-1.1865, 1.3177, 1.0148)
H (-0.2468, -0.7333, 1.6641)
H (0.8743, 0.4785, 2.2514)
H (1.2502, -1.1318, -0.3038)
H (1.9350, -1.5356, 1.2291)
H (3.2310, 0.5511, 1.0640)
H (2.4862, 0.8497, -0.3977)

***

C6H13N in the gas phase. Source: the OMol25 dataset; level of theory: the ωB97M-V functional and the def2-TZVPD basis.

Kohn-Sham gap, eV: 3.4
Net charge: 0
Largest force on an atom, eV/A: 2.58
Calculated total energy, eV: -7916.4797
Energy relative to the best compared isomer or geometry (same formula, charge and spin), eV: 6.3534

Atoms and positions in Å:
C (-2.0692, -0.3155, 1.0840)
C (-0.7377, -0.8849, 1.5146)
C (0.1522, -1.4753, 0.3750)
N (0.7510, 1.4282, 0.4978)
C (0.3620, 0.7814, -0.7989)
C (0.0086, -0.6342, -0.7650)
C (1.5481, 1.0240, -1.8123)
H (-2.6556, -0.9850, 0.4199)
H (-2.7394, -0.0508, 1.8864)
H (-1.9606, 0.5592, 0.4365)
H (0.3111, 0.7947, 1.2292)
H (-0.8190, -1.6203, 2.3078)
H (-0.2658, -2.4731, 0.1757)
H (1.2081, -1.6093, 0.5762)
H (1.7329, 1.2165, 0.5511)
H (-0.3903, 1.5101, -1.1241)
H (-0.3923, -1.1009, -1.6651)
H (1.2958, 1.8841, -2.4163)
H (1.7516, 0.1205, -2.3984)
H (2.4446, 1.2393, -1.2375)

***

- Which value of net charge does entry 1 give?
  -1

***

- Look up the energy relative to the best compared isomer or geometry (same formula, charge and spin) of the twelfth one.
  6.3534 eV

***

- The highest calculated total energy belongs to which entry?
  number 12